{"formula": "C77H203N13O23", "method": "ωB97M-V/def2-TZVPD", "max_force_ev_per_a": 4.2, "e_lumo_ev": 0.42, "homo_energy_ev": -8.6, "total_charge": 0, "total_energy_ha": -5497.321117, "symbols": ["C", "C", "C", "O", "H", "H", "H", "H", "H", "H", "H", "H", "C", "C", "C", "O", "H", "H", "H", "H", "H", "H", "H", "H", "C", "C", "C", "O", "H", "H", "H", "H", "H", "H", "H", "H", "C", "C", "C", "O", "H", "H", "H", "H", "H", "H", "H", "H", "C", "C", "C", "O", "H", "H", "H", "H", "H", "H", "H", "H", "C", "O", "C", "C", "N", "C", "C", "O", "C", "H", "H", "H", "H", "H", "H", "H", "H", "H", "H", "H", "H", "H", "H", "H", "C", "O", "C", "C", "N", "C", "C", "O", "C", "H", "H", "H", "H", "H", "H", "H", "H", "H", "H", "H", "H", "H", "H", "H", "C", "O", "C", "C", "N", "C", "C", "O", "C", "H", "H", "H", "H", "H", "H", "H", "H", "H", "H", "H", "H", "H", "H", "H", "C", "O", "C", "C", "N", "C", "C", "O", "C", "H", "H", "H", "H", "H", "H", "H", "H", "H", "H", "H", "H", "H", "H", "H", "C", "O", "C", "C", "N", "C", "C", "O", "C", "H", "H", "H", "H", "H", "H", "H", "H", "H", "H", "H", "H", "H", "H", "H", "C", "C", "C", "O", "C", "N", "H", "H", "H", "H", "H", "H", "H", "H", "H", "H", "H", "C", "C", "C", "O", "C", "N", "H", "H", "H", "H", "H", "H", "H", "H", "H", "H", "H", "C", "C", "C", "O", "C", "N", "H", "H", "H", "H", "H", "H", "H", "H", "H", "H", "H", "C", "C", "C", "O", "C", "N", "H", "H", "H", "H", "H", "H", "H", "H", "H", "H", "H", "C", "C", "C", "O", "C", "N", "H", "H", "H", "H", "H", "H", "H", "H", "H", "H", "H", "C", "C", "C", "O", "C", "N", "H", "H", "H", "H", "H", "H", "H", "H", "H", "H", "H", "C", "C", "C", "O", "C", "N", "H", "H", "H", "H", "H", "H", "H", "H", "H", "H", "H", "C", "C", "C", "O", "C", "N", "H", "H", "H", "H", "H", "H", "H", "H", "H", "H", "H"], "xyz": [[3.781, 1.264, -1.352], [2.797, 0.408, -2.079], [2.522, 0.727, -3.500], [3.398, -0.871, -2.120], [3.505, 2.289, -1.597], [4.782, 1.114, -1.756], [3.799, 1.067, -0.280], [1.914, 0.362, -1.441], [1.693, 0.283, -4.051], [3.399, 0.721, -4.148], [2.318, 1.796, -3.557], [3.695, -1.040, -1.223], [0.792, -7.281, 3.367], [0.533, -6.953, 1.931], [0.937, -5.593, 1.528], [1.379, -7.751, 1.126], [0.739, -8.355, 3.547], [-0.023, -6.886, 3.974], [1.763, -6.960, 3.742], [-0.500, -7.165, 1.657], [0.828, -5.306, 0.482], [2.007, -5.493, 1.712], [0.325, -4.923, 2.132], [2.283, -7.573, 1.396], [0.740, 0.131, 7.358], [2.247, -0.166, 7.604], [2.964, 0.926, 8.353], [2.268, -1.323, 8.390], [0.142, -0.718, 7.029], [0.603, 0.946, 6.648], [0.193, 0.409, 8.259], [2.663, -0.391, 6.622], [3.052, 1.788, 7.692], [3.973, 0.668, 8.672], [2.466, 1.123, 9.302], [1.927, -0.965, 9.214], [-6.520, 1.912, -0.515], [-7.581, 3.084, -0.474], [-8.994, 2.635, -0.096], [-7.141, 3.971, 0.563], [-5.534, 2.281, -0.794], [-6.746, 1.179, -1.290], [-6.357, 1.482, 0.474], [-7.640, 3.619, -1.422], [-9.642, 3.509, -0.033], [-9.036, 2.101, 0.854], [-9.277, 1.903, -0.852], [-7.641, 4.782, 0.444], [3.533, -0.800, 2.562], [3.628, -2.006, 1.574], [2.225, -2.280, 0.994], [4.382, -1.525, 0.477], [3.069, 0.093, 2.144], [4.544, -0.500, 2.837], [2.915, -1.038, 3.428], [3.970, -2.938, 2.023], [1.634, -2.543, 1.871], [2.198, -3.166, 0.360], [1.674, -1.488, 0.486], [5.188, -1.084, 0.758], [3.444, 2.841, 4.768], [4.808, 3.059, 5.029], [5.001, 4.427, 5.545], [6.503, 4.748, 5.752], [7.187, 4.825, 4.430], [8.621, 4.933, 4.603], [9.344, 4.672, 3.236], [9.543, 5.892, 2.520], [10.204, 5.738, 1.326], [3.023, 3.434, 3.956], [2.833, 3.071, 5.641], [3.112, 1.807, 4.682], [4.457, 4.462, 6.489], [4.596, 5.159, 4.847], [6.887, 3.890, 6.303], [6.650, 5.640, 6.362], [7.084, 3.908, 4.018], [8.811, 4.171, 5.359], [8.909, 5.817, 5.172], [8.870, 3.876, 2.662], [10.282, 4.177, 3.488], [10.245, 6.728, 0.873], [9.503, 5.196, 0.690], [11.168, 5.231, 1.287], [9.999, -6.508, -1.352], [8.593, -6.183, -1.328], [8.113, -5.913, -0.047], [6.787, -5.135, 0.027], [5.665, -5.892, -0.592], [4.522, -5.017, -0.716], [3.493, -5.669, -1.615], [3.954, -5.844, -2.947], [2.959, -6.388, -3.843], [10.569, -5.635, -1.035], [10.363, -6.776, -2.344], [10.221, -7.319, -0.659], [8.874, -5.363, 0.506], [7.996, -6.887, 0.430], [6.958, -4.190, -0.489], [6.542, -4.926, 1.068], [6.066, -6.238, -1.452], [4.790, -4.040, -1.118], [4.168, -4.871, 0.305], [2.527, -5.163, -1.608], [3.321, -6.657, -1.189], [2.555, -7.305, -3.413], [3.334, -6.536, -4.856], [2.161, -5.648, -3.902], [-5.932, -3.747, -5.028], [-4.870, -4.168, -4.161], [-4.903, -3.668, -2.839], [-3.698, -4.295, -2.006], [-2.457, -3.806, -2.640], [-1.304, -4.498, -2.014], [-1.164, -6.024, -2.407], [-1.013, -6.239, -3.799], [-0.936, -7.586, -4.138], [-5.905, -2.679, -5.245], [-6.918, -4.000, -4.639], [-5.865, -4.238, -5.999], [-5.832, -3.859, -2.302], [-4.716, -2.594, -2.824], [-3.768, -5.382, -1.976], [-3.714, -4.038, -0.947], [-2.533, -4.075, -3.610], [-1.298, -4.402, -0.928], [-0.416, -4.019, -2.426], [-1.926, -6.628, -1.915], [-0.218, -6.345, -1.969], [-0.664, -7.728, -5.184], [-1.831, -8.151, -3.879], [-0.129, -8.091, -3.607], [-2.266, -0.426, 4.759], [-3.209, -0.293, 3.651], [-4.563, -0.530, 4.125], [-5.514, -0.774, 2.969], [-4.980, -1.771, 1.953], [-5.446, -1.544, 0.577], [-6.930, -1.777, 0.378], [-7.319, -1.625, -0.979], [-8.742, -1.616, -1.093], [-2.469, 0.351, 5.496], [-1.256, -0.260, 4.386], [-2.368, -1.424, 5.185], [-4.888, 0.386, 4.617], [-4.759, -1.445, 4.685], [-5.614, 0.202, 2.494], [-6.495, -1.134, 3.278], [-3.991, -1.579, 2.026], [-4.898, -2.205, -0.095], [-5.166, -0.549, 0.232], [-7.442, -1.085, 1.048], [-7.173, -2.789, 0.702], [-9.190, -0.752, -0.602], [-9.193, -2.536, -0.723], [-9.032, -1.543, -2.142], [-5.606, -4.233, 6.635], [-4.539, -3.976, 5.751], [-3.805, -5.107, 5.444], [-2.812, -4.789, 4.296], [-3.417, -4.327, 3.033], [-4.533, -5.192, 2.522], [-4.099, -6.367, 1.663], [-5.062, -7.360, 1.436], [-4.767, -8.321, 0.455], [-5.320, -4.546, 7.639], [-6.258, -5.078, 6.412], [-6.290, -3.396, 6.773], [-4.458, -5.967, 5.294], [-3.328, -5.354, 6.392], [-2.123, -5.611, 4.102], [-2.084, -4.063, 4.658], [-3.636, -3.347, 3.139], [-5.054, -4.538, 1.822], [-5.199, -5.420, 3.355], [-3.314, -6.866, 2.231], [-3.837, -5.989, 0.675], [-5.604, -9.005, 0.314], [-3.822, -8.816, 0.678], [-4.590, -7.875, -0.523], [-3.246, 3.612, 1.270], [-3.368, 5.163, 0.999], [-3.285, 5.485, -0.479], [-3.070, 6.867, -0.657], [-2.933, 7.201, -2.093], [-4.600, 5.629, 1.638], [-2.685, 3.177, 0.443], [-4.191, 3.081, 1.161], [-2.758, 3.326, 2.202], [-2.568, 5.645, 1.561], [-4.251, 5.193, -0.891], [-2.531, 4.956, -1.062], [-2.620, 8.244, -2.142], [-3.848, 7.060, -2.668], [-2.126, 6.668, -2.595], [-5.357, 5.114, 1.212], [-4.670, 6.580, 1.306], [-1.227, 4.870, -5.304], [-1.035, 3.339, -5.360], [-0.905, 2.658, -4.063], [-0.168, 3.410, -3.109], [-0.253, 2.829, -1.780], [-2.034, 2.726, -6.193], [-0.472, 5.412, -4.735], [-2.178, 5.110, -4.827], [-1.267, 5.335, -6.289], [-0.128, 3.067, -5.899], [-0.460, 1.666, -4.138], [-1.884, 2.396, -3.662], [-0.025, 3.625, -1.070], [0.480, 2.027, -1.692], [-1.232, 2.453, -1.482], [-1.626, 1.821, -6.382], [-2.823, 2.530, -5.594], [5.814, 3.470, 1.505], [6.103, 1.985, 1.741], [7.089, 1.474, 0.701], [6.916, 0.054, 0.559], [7.234, -0.389, -0.764], [6.640, 1.831, 3.056], [6.670, 4.144, 1.457], [4.988, 3.778, 2.146], [5.394, 3.467, 0.500], [5.162, 1.438, 1.688], [8.144, 1.619, 0.933], [6.991, 2.017, -0.239], [7.463, -1.451, -0.673], [8.109, 0.049, -1.244], [6.374, -0.390, -1.434], [6.933, 0.883, 3.243], [5.819, 1.935, 3.635], [-2.833, -1.233, -5.753], [-1.284, -0.934, -5.740], [-0.365, -2.166, -5.678], [0.955, -1.649, -5.688], [1.924, -2.668, -5.484], [-1.048, 0.038, -6.711], [-3.110, -1.886, -4.926], [-3.048, -1.885, -6.600], [-3.392, -0.299, -5.805], [-1.138, -0.464, -4.767], [-0.601, -2.792, -6.538], [-0.579, -2.753, -4.785], [2.007, -3.098, -4.486], [2.936, -2.270, -5.549], [1.812, -3.510, -6.168], [-1.260, -0.478, -7.553], [-0.052, 0.202, -6.750], [-0.970, -0.567, -1.798], [-1.003, -1.107, -0.367], [-0.769, 0.002, 0.697], [0.454, 0.705, 0.541], [0.707, 1.766, 1.470], [-2.249, -1.910, -0.285], [0.024, -0.272, -2.136], [-1.727, 0.176, -2.049], [-1.096, -1.385, -2.507], [-0.226, -1.856, -0.214], [-0.892, -0.484, 1.665], [-1.621, 0.677, 0.620], [1.680, 2.255, 1.429], [0.680, 1.292, 2.451], [-0.119, 2.473, 1.400], [-2.448, -2.429, -1.128], [-2.049, -2.638, 0.386], [1.797, 6.332, -2.177], [3.123, 5.869, -2.686], [3.067, 5.429, -4.130], [2.871, 6.469, -5.072], [2.781, 6.066, -6.431], [4.122, 6.847, -2.406], [1.854, 6.436, -1.093], [1.000, 5.610, -2.354], [1.484, 7.301, -2.565], [3.464, 5.031, -2.077], [2.291, 4.674, -4.261], [3.937, 4.800, -4.319], [2.855, 4.986, -6.557], [3.579, 6.519, -7.019], [1.834, 6.442, -6.819], [4.977, 6.521, -2.833], [3.859, 7.602, -3.023], [-0.916, 3.612, 4.623], [-0.089, 4.862, 4.754], [0.464, 5.446, 3.409], [1.314, 4.534, 2.741], [2.043, 5.053, 1.624], [-0.981, 5.831, 5.349], [-0.935, 3.127, 5.599], [-0.455, 2.923, 3.915], [-1.907, 3.836, 4.230], [0.738, 4.733, 5.452], [1.035, 6.339, 3.662], [-0.319, 5.702, 2.696], [2.835, 5.706, 1.991], [1.358, 5.601, 0.976], [2.501, 4.241, 1.059], [-0.466, 6.519, 5.880], [-1.282, 6.387, 4.561], [-6.511, 4.129, -4.105], [-5.644, 3.232, -4.996], [-5.593, 1.783, -4.542], [-4.934, 1.739, -3.301], [-4.575, 0.453, -2.923], [-6.351, 3.311, -6.306], [-6.772, 5.072, -4.585], [-6.022, 4.468, -3.192], [-7.427, 3.634, -3.780], [-4.632, 3.591, -5.182], [-5.030, 1.204, -5.275], [-6.569, 1.297, -4.546], [-3.845, 0.065, -3.634], [-5.494, -0.132, -2.895], [-4.045, 0.379, -1.974], [-6.076, 4.198, -6.703], [-6.006, 2.579, -6.909]]}